1.
The following is a quantum chemistry calculation of a molecular structure, C17H21NO3S, from the OMol25 dataset.

Element x y z (Å)
1 C -5.620 4.432 -0.127
2 C -4.774 3.913 0.827
3 O -5.086 3.924 2.000
4 C -3.469 3.187 0.299
5 C -2.461 2.786 1.096
6 C -1.271 2.032 0.928
7 C -0.919 1.874 -0.317
8 C -2.009 2.274 -1.534
9 C -3.140 2.889 -1.124
10 H -3.829 3.361 -1.802
11 H -1.840 1.977 -2.419
12 O 0.024 1.092 -1.075
13 C 1.102 0.840 -0.269
14 C 0.666 -0.813 0.349
15 O -0.113 -0.827 1.291
16 H -0.933 -0.655 1.261
17 C 0.289 -1.441 -0.859
18 N 0.628 -2.970 -0.859
19 C 0.120 -3.725 0.248
20 H -0.751 -3.565 0.698
21 H 0.417 -4.807 0.011
22 H 0.968 -3.574 1.293
23 C 1.780 -3.381 -1.466
24 C 3.079 -2.740 -0.715
25 C 3.590 -1.707 -1.521
26 C 4.707 -1.173 -0.437
27 C 5.005 -1.901 0.603
28 S 3.573 -3.393 0.575
29 H 5.695 -2.037 1.535
30 H 5.443 -0.314 -0.532
31 H 3.403 -1.107 -2.238
32 H 1.825 -2.959 -2.705
33 H 1.899 -4.391 -1.509
34 H -0.796 -1.445 -0.926
35 H 0.623 -1.105 -1.829
36 H 1.527 -1.296 0.718
37 H 1.879 0.702 -0.915
38 H 1.206 1.313 1.011
39 H -0.719 1.593 1.676
40 H -2.748 2.611 2.414
41 H -6.410 5.010 0.445
42 H -4.972 4.981 -0.595
43 H -5.880 3.579 -0.835

Atoms 1-2, force components in eV/Å:
-5.4664 -1.8120 -0.1519
2.6985 -3.7050 3.5169

Output
- orbital gap (hartree) = 0.290
- HOMO energy (eV) = -7.60
- LUMO (Eh) = 0.0109


2.
The following is a quantum chemistry calculation of 2 unconnected molecules or ions with the total composition C3H7FNO, from the OMol25 dataset.

Element x y z (Å)
1 C 1.803 1.225 -0.978
2 C -1.564 -0.019 0.782
3 C 0.146 -0.850 -0.744
4 N -0.093 -0.597 0.590
5 O 1.553 1.541 0.174
6 F 2.670 1.493 -1.959
7 H -1.624 0.380 1.730
8 H -1.662 0.593 -0.079
9 H -2.276 -0.821 0.629
10 H 0.963 -1.468 -0.944
11 H -0.335 -0.327 -1.464
12 H 0.332 0.199 1.006
13 H 0.087 -1.350 1.257

Atoms 1-2, force components in eV/Å:
-1.4020 -0.6215 2.4267
0.8577 -2.8198 -2.0301

Output
- orbital gap (alpha / beta) (hartree) = 0.324 / 0.340
- total charge = +1
- HOMO energy (alpha / beta) (eV) = -14.16 / -14.47
- LUMO (alpha / beta) (Eh) = -0.1962 / -0.1913


3.
The following is a quantum chemistry calculation of C16H24Br2ClN5O in the gas phase, from the OMol25 dataset.

Element x y z (Å)
1 N 0.142 -4.345 0.628
2 C 0.642 -2.948 0.612
3 C 1.853 -2.798 -0.320
4 C 1.902 -1.317 -0.854
5 C 2.907 -0.458 -0.033
6 N 2.442 0.908 0.254
7 C 1.762 1.524 -0.786
8 N 2.303 1.614 -1.951
9 Br 1.431 2.397 -3.406
10 N 0.497 1.965 -0.447
11 C 0.512 2.015 1.029
12 C -0.825 2.051 1.798
13 C -1.279 0.692 2.390
14 C -2.760 0.344 2.241
15 O -3.245 -0.438 3.044
16 N -3.582 0.855 1.195
17 C -2.961 0.537 -0.115
18 C -2.695 1.589 -0.961
19 C -2.088 1.315 -2.169
20 C -1.780 0.010 -2.478
21 C -2.074 -1.035 -1.639
22 C -2.688 -0.776 -0.421
23 C 1.570 1.017 1.436
24 Cl 2.587 1.470 2.847
25 H 0.520 -4.858 -0.157
26 H -0.867 -4.348 0.600
27 H 0.923 -2.685 1.644
28 H -0.205 -2.308 0.333
29 H 1.724 -3.430 -1.205
30 H 2.811 -2.963 0.182
31 H 2.262 -1.344 -1.888
32 H 0.873 -0.944 -0.826
33 H 3.110 -0.993 0.901
34 H 3.861 -0.433 -0.572
35 H 3.237 1.270 -2.140
36 H 0.520 2.910 -0.846
37 H 0.959 2.995 1.265
38 H -0.644 2.723 2.644
39 H -1.601 2.541 1.208
40 H -0.734 -0.163 1.970
41 H -1.057 0.681 3.459
42 H -4.401 0.250 1.230
43 H -2.952 2.592 -0.637
44 H -1.855 2.137 -2.839
45 H -1.274 -0.174 -3.424
46 H -1.817 -2.059 -1.896
47 H -2.930 -1.594 0.253
48 H 1.275 -0.022 1.618
49 Br 3.688 4.031 -2.769

Atoms 1-2, force components in eV/Å:
0.4083 0.4643 0.2444
-0.1151 -1.1143 0.4000

Output
- orbital gap (hartree) = 0.239
- HOMO energy (eV) = -6.97
- LUMO (Eh) = -0.0169


4.
The following is a quantum chemistry calculation of a molecular structure, C33H29FeN3O7P, from the OMol25 dataset.

Element x y z (Å)
1 Fe -11.209 -13.068 8.820
2 O -9.090 -11.855 12.916
3 C -9.534 -12.855 12.104
4 O -10.538 -13.499 12.368
5 C -8.656 -13.200 10.895
6 C -7.359 -13.433 11.249
7 C -6.626 -14.257 10.350
8 C -7.134 -14.653 9.140
9 C -8.496 -14.353 8.900
10 N -9.249 -13.608 9.727
11 C -9.208 -14.898 7.744
12 O -8.669 -15.658 6.919
13 O -10.457 -14.531 7.669
14 H -9.846 -11.597 13.477
15 H -6.888 -12.881 12.113
16 H -5.653 -14.579 10.678
17 H -6.607 -15.262 8.422
18 C -10.710 -10.313 1.635
19 C -9.583 -9.848 2.368
20 C -9.368 -10.269 3.639
21 C -10.287 -11.160 4.273
22 C -11.418 -11.500 3.547
23 C -11.646 -11.118 2.265
24 P -10.206 -11.585 5.990
25 C -9.213 -10.292 6.824
26 C -9.394 -8.901 6.769
27 C -8.427 -8.050 7.289
28 C -7.188 -8.582 7.721
29 C -7.018 -9.956 7.828
30 C -8.037 -10.808 7.404
31 C -11.840 -11.117 6.622
32 C -12.600 -10.058 6.030
33 C -13.986 -10.009 6.256
34 C -14.581 -10.914 7.116
35 C -13.794 -11.924 7.733
36 C -12.441 -11.989 7.546
37 H -10.882 -9.978 0.626
38 H -8.864 -9.151 1.895
39 H -8.450 -9.949 4.201
40 H -12.137 -12.043 4.146
41 H -12.540 -11.445 1.729
42 H -10.328 -8.520 6.372
43 H -8.602 -6.982 7.449
44 H -6.321 -7.955 7.938
45 H -6.101 -10.422 8.163
46 H -8.011 -11.892 7.513
47 H -12.057 -9.366 5.383
48 H -14.579 -9.231 5.753
49 H -15.609 -10.875 7.391
50 H -14.280 -12.744 8.288
51 C -13.665 -15.002 13.885
52 C -14.792 -14.523 12.976
53 C -14.430 -13.450 11.973
54 C -15.692 -12.940 11.273
55 C -16.275 -13.898 10.224
56 C -13.938 -12.296 12.857
57 O -14.395 -11.995 13.939
58 N -12.891 -11.626 12.270
59 C -12.215 -11.850 11.059
60 O -11.355 -11.061 10.628
61 N -12.588 -12.958 10.383
62 C -13.363 -13.922 11.024
63 O -13.200 -15.114 10.743
64 H -14.025 -15.710 14.622
65 H -13.139 -14.181 14.460
66 H -12.871 -15.550 13.352
67 H -15.631 -14.048 13.543
68 H -15.281 -15.383 12.471
69 H -15.384 -11.988 10.806
70 H -16.471 -12.689 12.044
71 H -15.578 -14.106 9.362
72 H -17.221 -13.510 9.763
73 H -16.490 -14.894 10.676
74 H -12.554 -10.833 12.823

Atoms 1-2, force components in eV/Å:
-0.5253 -0.5950 -0.3269
-0.1334 -0.1626 -0.6382

Output
- orbital gap (alpha / beta) (hartree) = 0.239 / 0.249
- multiplicity = 5
- total charge = -1
- HOMO energy (alpha / beta) (eV) = -4.45 / -4.77
- LUMO (alpha / beta) (Eh) = 0.0757 / 0.0737


5.
The following is a quantum chemistry calculation of a molecular structure, C25H31BFIN5O3RbS3, from the OMol25 dataset.

Element x y z (Å)
1 Rb 0.895 -1.613 -1.568
2 C -1.786 5.759 -1.632
3 C -2.248 5.169 -0.302
4 C -1.916 6.153 0.813
5 C -2.227 5.566 2.177
6 C -1.447 4.296 2.355
7 C -0.964 3.910 3.585
8 C -0.265 2.715 3.721
9 F 0.197 2.397 4.954
10 C -0.057 1.877 2.665
11 C -0.553 2.254 1.409
12 C -0.391 1.307 0.291
13 O 0.106 0.201 0.462
14 C -0.897 1.764 -0.984
15 C -1.486 2.967 -1.078
16 N -1.636 3.858 -0.036
17 C -1.211 3.479 1.231
18 C -0.718 0.819 -2.170
19 O -1.647 0.006 -2.357
20 O 0.375 0.910 -2.759
21 H -2.150 6.786 -1.704
22 H -2.161 5.220 -2.499
23 H -0.696 5.770 -1.682
24 H -3.339 5.045 -0.335
25 H -2.486 7.068 0.638
26 H -0.853 6.407 0.753
27 H -3.302 5.357 2.240
28 H -1.991 6.270 2.976
29 H -1.125 4.534 4.456
30 H 0.483 0.939 2.752
31 H -1.884 3.294 -2.027
32 C -2.684 -1.697 0.778
33 N -1.606 -2.090 1.657
34 C -1.237 -1.444 2.823
35 C -0.082 -2.013 3.228
36 N 0.255 -3.006 2.334
37 B 1.600 -3.819 2.413
38 N 2.567 -3.286 1.312
39 C 2.843 -3.971 0.137
40 C 3.640 -3.205 -0.636
41 N 3.854 -2.035 0.075
42 C 4.672 -0.944 -0.403
43 C 3.202 -2.091 1.274
44 S 3.221 -0.876 2.472
45 C -0.688 -3.050 1.370
46 S -0.786 -4.087 0.021
47 H -3.260 -0.919 1.278
48 H -3.324 -2.553 0.562
49 H -2.298 -1.303 -0.164
50 H -1.798 -0.616 3.219
51 H 0.566 -1.778 4.053
52 H 2.053 -3.638 3.518
53 H 1.388 -4.985 2.173
54 H 2.401 -4.932 -0.052
55 H 3.972 -3.302 -1.661
56 H 5.717 -1.250 -0.460
57 H 4.573 -0.118 0.297
58 H 4.339 -0.649 -1.399
59 I 5.631 -2.924 -4.322
60 C 3.638 -2.122 -3.800
61 H 3.790 -1.049 -4.001
62 H 3.047 -2.445 -4.670
63 C -0.598 -5.419 -3.239
64 S -0.443 -3.779 -3.980
65 C -2.005 -3.071 -3.410
66 H -0.705 -5.330 -2.161
67 H 0.309 -5.978 -3.464
68 H -1.459 -5.943 -3.658
69 H -2.844 -3.533 -3.934
70 H -1.987 -1.999 -3.591
71 H -2.092 -3.233 -2.334

Atoms 1-2, force components in eV/Å:
0.4252 -0.3565 -0.1737
-0.0200 0.0191 -0.0022

Output
- orbital gap (hartree) = 0.166
- total charge = -2
- HOMO energy (eV) = -1.10
- LUMO (Eh) = 0.1254


6.
The following is a quantum chemistry calculation of a molecular structure, C20H30N2O6, from the OMol25 dataset.

Element x y z (Å)
1 C -4.491 3.897 0.904
2 C -3.373 3.824 -0.133
3 H -3.473 2.774 -0.567
4 H -3.358 4.476 -0.990
5 O -1.912 4.057 0.330
6 C -1.449 2.892 1.235
7 O -1.939 1.783 1.483
8 N -0.395 3.246 1.671
9 C 0.385 4.363 1.274
10 H 1.021 4.766 2.235
11 C 1.125 3.867 0.173
12 N 1.448 2.463 0.070
13 C 1.160 1.946 -0.928
14 O 0.518 2.298 -1.828
15 C 1.039 0.369 -0.735
16 C -0.098 -0.338 -0.113
17 C -0.079 -1.545 0.038
18 C 1.000 -2.454 -0.195
19 C 1.986 -1.742 -0.688
20 C 2.135 -0.483 -0.699
21 H 3.113 0.020 -1.204
22 O 3.301 -2.570 -0.745
23 C 3.460 -3.837 -0.574
24 C 5.047 -4.111 -0.583
25 H 5.425 -3.425 -0.247
26 H 5.228 -4.982 -0.568
27 H 5.564 -3.619 -1.715
28 H 3.041 -4.073 0.345
29 H 3.098 -4.460 -1.264
30 O 0.926 -3.767 -0.024
31 C -0.184 -4.553 -0.884
32 C -0.022 -4.224 -2.455
33 H 0.886 -4.417 -2.715
34 H -0.188 -3.153 -2.533
35 H -0.700 -4.872 -2.832
36 H -1.275 -4.388 -0.393
37 H 0.159 -5.514 -0.802
38 O -1.323 -2.361 0.675
39 C -2.579 -1.645 0.551
40 C -3.281 -1.541 -0.745
41 H -4.140 -0.811 -0.474
42 H -2.600 -0.930 -1.235
43 H -3.295 -2.383 -1.311
44 H -2.272 -0.653 1.111
45 H -3.174 -2.382 1.053
46 H -1.041 0.516 -0.031
47 C 1.791 2.160 1.585
48 H 2.111 1.178 1.532
49 C 0.335 2.194 2.255
50 H 0.668 2.270 3.418
51 H -0.212 1.282 2.277
52 H 2.488 2.644 1.921
53 H 0.648 4.401 -0.832
54 H 2.289 4.605 0.339
55 H -0.274 5.320 1.255
56 H -5.511 3.692 0.492
57 H -4.379 4.886 1.178
58 H -4.376 3.049 1.644

Atoms 1-2, force components in eV/Å:
0.3670 -2.1820 -0.7899
1.5683 -2.9927 -1.0486

Output
- orbital gap (hartree) = 0.317
- HOMO energy (eV) = -8.20
- LUMO (Eh) = 0.0155


Number 1: energy -1338.49494 Ha, strongest force on any atom 0.2611 Eh/bohr. Number 2: energy -347.93864 Ha, strongest force on any atom 0.0918 Eh/bohr. Number 3: energy -6581.23882 Ha, strongest force on any atom 0.0422 Eh/bohr. Number 4: energy -3571.07742 Ha, strongest force on any atom 0.0821 Eh/bohr. Number 5: energy -3112.00586 Ha, strongest force on any atom 0.0113 Eh/bohr. Number 6: energy -1340.31254 Ha, strongest force on any atom 0.3791 Eh/bohr.